Computed, not measured: C18H24BF4I2IrN5O as an isolated structure, with ωB97M-V/def2-TZVPD.

Results
Total charge: +1
ΔE to the lowest compared entry with this formula, charge and spin, kcal/mol: 0.0
Energy, eV: -59140.186
Orbital gap (alpha / beta), Ha: 0.2364 / 0.2364
E_LUMO (alpha / beta), eV: -3.94 / -3.94

Cartesian coordinates (Å):
Ir: -0.42420 0.44455 -0.22470
I: -6.62869 -3.38168 1.54214
C: -5.05532 -2.33872 0.67104
C: -4.50018 -2.79896 -0.51896
C: -3.45288 -2.10714 -1.09511
I: -2.59871 -2.81586 -2.85740
C: -2.95980 -0.93856 -0.51046
O: -1.99649 -0.25685 -1.17826
C: -3.50164 -0.50627 0.70218
C: -2.91413 0.65951 1.45602
N: -1.99242 1.44500 0.60543
C: -1.41794 2.62407 1.28411
C: -0.50357 3.25707 0.26735
C: -0.10148 4.57728 0.28137
C: 0.76080 5.02517 -0.70518
C: 1.18244 4.13969 -1.68683
C: 0.74655 2.83410 -1.64301
N: -0.08598 2.39715 -0.68353
C: -4.55515 -1.20454 1.28026
H: -4.87779 -3.69622 -0.98871
H: -2.34738 0.32328 2.32325
H: -3.70796 1.32982 1.79642
H: -2.51096 1.75348 -0.21950
H: -0.87652 2.27594 2.16481
H: -2.20066 3.31548 1.60143
H: -0.46328 5.23683 1.05818
H: 1.09581 6.05344 -0.71250
H: 1.84363 4.45163 -2.48221
H: 1.04197 2.10968 -2.38325
H: -4.96990 -0.86312 2.22070
C: 2.20803 -2.81402 -1.55397
N: 2.21829 -1.34277 -1.58130
C: 1.26042 -0.77169 -2.51220
C: 2.45728 -0.67335 -0.41368
N: 1.65651 0.29489 -0.00225
N: 3.52807 -1.03945 0.31259
C: 3.64760 -0.61616 1.70074
C: 4.73822 -1.58667 -0.29366
H: 1.18320 -3.17340 -1.43207
H: 2.79900 -3.18246 -0.72291
H: 2.61990 -3.20216 -2.48410
H: 1.11059 -1.45870 -3.34045
H: 1.61015 0.18032 -2.90269
H: 0.27733 -0.64668 -2.02605
H: 1.99866 0.75364 0.83107
H: 2.69554 -0.73678 2.21792
H: 3.99625 0.41888 1.78449
H: 4.37584 -1.25623 2.19258
H: 4.61047 -1.68521 -1.36624
H: 4.97172 -2.56256 0.13329
H: 5.57342 -0.91155 -0.09917
F: 0.72060 -2.32531 2.43111
B: -0.31557 -1.49838 2.13189
F: -0.05953 -0.15223 2.48650
F: -1.54153 -1.90461 2.55721
F: -0.36866 -1.45262 0.58628